1.
The following is a quantum chemistry calculation of C40H33ErN6SSi as an isolated structure in a non-equilibrium geometry, from OMol25.

XYZ file:
```
82
Properties=species:S:1:pos:R:3:forces:R:3
H 7.9781 2.7450 -0.9713 0.1 0.1 0.0
N -0.8423 1.2301 1.6998 -0.1 -0.4 -0.7
C -3.4745 -2.0203 -0.6032 0.2 0.2 0.0
H 3.6174 4.2534 -1.1889 -0.2 -0.1 0.0
C -3.8060 -4.7603 -0.5661 0.0 -0.1 0.0
H 1.5976 0.9378 4.0000 0.1 0.0 0.0
C 1.8352 -4.4699 -3.0797 0.1 -0.1 0.0
C -2.3472 -2.8376 -0.5707 0.7 0.5 0.0
H -3.9360 -5.8315 -0.5589 0.0 -0.1 0.0
C 1.5636 -2.8385 3.5229 0.0 0.0 0.0
H 2.4312 -5.3661 -3.0005 0.0 -0.1 0.0
H 5.5811 -0.7858 -1.2336 0.0 -0.2 0.0
C 1.6001 -2.1100 1.2401 0.0 0.0 -0.2
H 2.1506 -1.7302 0.3866 0.1 0.0 0.0
H -5.6112 -1.9028 -0.6475 -0.1 0.0 0.0
C -1.0399 4.2439 -0.2825 -0.1 0.0 0.0
C 5.6731 0.2877 -1.1911 0.0 0.1 0.0
H 3.3144 -2.1194 2.5240 0.1 0.0 0.0
H 2.3073 -4.1645 -5.1479 0.0 -0.1 -0.1
H 2.0720 -3.0061 4.4607 0.0 -0.1 0.1
C 0.2169 -3.1363 3.3982 0.0 0.0 0.1
H -0.3225 -3.5411 4.2404 -0.1 -0.1 0.1
H -6.7690 1.2280 -0.6977 -0.1 0.0 0.0
H 1.2056 -4.5275 -1.0375 0.1 -0.1 0.1
C -4.9035 1.6647 -1.6850 0.3 0.0 -0.1
C -4.7486 -2.5545 -0.6149 -0.2 0.0 0.0
C -4.9138 -3.9300 -0.5988 -0.1 0.1 0.0
N 1.8757 1.5351 -0.8967 -0.7 -0.3 0.2
N 3.4607 3.2567 -1.1774 -0.6 -0.1 0.1
H -5.3298 1.8136 -2.6607 0.0 0.0 -0.2
C 1.7655 -3.7992 -4.2892 0.0 0.1 0.0
C -5.1072 1.1843 0.6416 0.1 0.1 -0.2
C -0.4352 -2.9299 2.1944 -0.1 0.1 -0.1
Er -0.5387 0.7191 -0.7606 -0.1 2.1 1.6
C 0.3319 -2.1687 -3.2877 -0.2 0.3 0.2
H -3.3397 -0.9389 -0.6305 -0.1 -0.1 0.0
C 2.2586 -2.3320 2.4354 0.1 0.1 0.1
C 6.9190 0.8932 -1.0905 -0.1 0.0 0.0
C 0.2452 -2.4134 1.0942 -0.2 0.0 -0.7
H -2.0543 3.9693 -0.5409 0.0 0.0 0.1
H -1.4805 -3.1882 2.1012 -0.1 0.0 0.0
C 0.3822 1.1472 2.2606 0.3 0.0 0.3
H -2.8830 2.0193 -2.3227 -0.2 0.0 0.0
C -3.7159 1.3475 0.7592 0.1 0.1 -0.1
H -0.3794 0.9536 5.5364 0.0 0.0 0.1
H 2.5566 5.1488 0.4887 0.1 0.0 0.0
C 4.5401 1.0731 -1.2572 -0.6 0.1 0.1
C -1.7616 1.1517 3.9204 0.2 0.0 -0.2
H -1.6740 -4.8668 -0.5287 0.1 -0.2 0.0
H -2.6399 1.1589 4.5463 -0.1 0.0 0.0
C -5.7034 1.3447 -0.5864 0.4 0.0 0.2
C 1.0000 -2.6481 -4.3966 0.1 0.0 -0.2
C 4.6263 2.4595 -1.1960 0.6 -0.5 0.0
C 1.1962 3.7401 -0.4144 -0.3 0.7 0.2
C -0.5062 1.0447 4.4688 0.0 0.0 -0.4
H 5.9487 4.1325 -1.0485 0.0 0.1 0.0
C 5.8711 3.0563 -1.0916 -0.2 -0.1 0.0
C -0.7957 5.4286 0.3940 0.3 0.0 0.0
N -2.9382 1.6113 -0.2985 0.7 -0.6 -0.1
N -3.1823 1.2562 2.0255 -0.5 -0.1 0.2
C 1.5294 4.9141 0.2576 0.0 -0.4 -0.2
Si -0.5936 -2.0676 -0.6002 -0.2 -1.0 0.0
C -2.5348 -4.2169 -0.5508 0.1 0.1 0.0
H -0.2736 -1.2550 -3.3769 0.1 -0.2 -0.1
C 2.2353 2.7814 -0.8614 0.1 -0.2 -0.2
H 1.2221 1.1731 1.5632 -0.1 -0.1 0.2
C 0.5179 5.7578 0.6893 -0.3 -0.1 -0.1
H 0.7510 6.6540 1.2422 0.0 0.1 0.0
S 2.9366 0.2852 -1.3992 0.5 0.1 -0.4
C 7.0148 2.2705 -1.0502 0.0 0.0 0.0
H -3.8898 1.1822 2.7468 0.2 -0.1 -0.2
H -5.9060 -4.3512 -0.6163 -0.1 -0.1 0.0
C 1.1482 -3.9933 -1.9747 0.0 0.1 0.1
H 7.8034 0.2811 -1.0417 0.1 -0.1 0.0
C 0.5980 1.0404 3.6140 0.0 0.0 -0.2
H -1.6121 6.0698 0.6855 -0.1 0.0 0.0
H 0.9347 -2.1268 -5.3406 0.0 0.0 -0.1
N -0.0837 3.3935 -0.6556 0.2 -0.2 -0.1
C 0.3934 -2.8270 -2.0581 -0.3 0.5 0.6
C -1.9002 1.2218 2.5233 0.4 -0.1 -0.1
C -3.5477 1.7703 -1.4935 -0.2 0.0 -0.2
H -5.6896 0.9275 1.5123 -0.1 0.0 0.1
```
Positions in Å, forces in eV/Å.

## Properties
- <S²> = 3.753
- total charge = +2
- gap between HOMO and LUMO (spin up / spin down) (eV) = 6.307 / 6.305
- E_HOMO (spin up / spin down) (Eh) = -0.4559 / -0.4544
- 2S+1 = 4

Table of Löwdin atomic charges, one value per atom, all in e: atom 1 (H): 0.12, atom 2 (N): 0.02, atom 3 (C): -0.14, atom 4 (H): 0.15, atom 5 (C): -0.06, atom 6 (H): 0.12, atom 7 (C): -0.07, atom 8 (C): -0.31, atom 9 (H): 0.11, atom 10 (C): -0.08, atom 11 (H): 0.11, atom 12 (H): 0.12, atom 13 (C): -0.15, atom 14 (H): 0.05, atom 15 (H): 0.10, atom 16 (C): -0.11, atom 17 (C): -0.08, atom 18 (H): 0.11, atom 19 (H): 0.11, atom 20 (H): 0.11, atom 21 (C): -0.07, atom 22 (H): 0.11, atom 23 (H): 0.13, atom 24 (H): 0.11, atom 25 (C): -0.03, atom 26 (C): -0.08, atom 27 (C): -0.07, atom 28 (N): -0.38, atom 29 (N): 0.15, atom 30 (H): 0.12, atom 31 (C): -0.07, atom 32 (C): 0.02, atom 33 (C): -0.09, atom 34 (Er): 1.48, atom 35 (C): -0.16, atom 36 (H): 0.04, atom 37 (C): -0.08, atom 38 (C): -0.05, atom 39 (C): -0.32, atom 40 (H): 0.10, atom 41 (H): 0.10, atom 42 (C): -0.14, atom 43 (H): 0.11, atom 44 (C): -0.29, atom 45 (H): 0.13, atom 46 (H): 0.12, atom 47 (C): -0.42, atom 48 (C): 0.02, atom 49 (H): 0.11, atom 50 (H): 0.13, atom 51 (C): -0.01, atom 52 (C): -0.08, atom 53 (C): -0.23, atom 54 (C): -0.21, atom 55 (C): -0.01, atom 56 (H): 0.12, atom 57 (C): 0.00, atom 58 (C): -0.01, atom 59 (N): -0.02, atom 60 (N): 0.15, atom 61 (C): 0.02, atom 62 (Si): 0.62, atom 63 (C): -0.09, atom 64 (H): 0.07, atom 65 (C): -0.35, atom 66 (H): 0.09, atom 67 (C): -0.01, atom 68 (H): 0.13, atom 69 (S): 1.00, atom 70 (C): -0.05, atom 71 (H): 0.15, atom 72 (H): 0.11, atom 73 (C): -0.09, atom 74 (H): 0.12, atom 75 (C): -0.03, atom 76 (H): 0.12, atom 77 (H): 0.11, atom 78 (N): 0.03, atom 79 (C): -0.32, atom 80 (C): -0.27, atom 81 (C): -0.16, atom 82 (H): 0.13

---

2.
The following is a quantum chemistry calculation of C40H34AsBrN2OPRuS as an isolated structure in a non-equilibrium geometry, from OMol25.

XYZ file:
```
82
Properties=species:S:1:pos:R:3:forces:R:3
H -2.6006 -2.8446 -3.6842 0.0 0.0 0.0
H -0.5298 -1.4354 -1.8553 0.0 0.0 0.0
H 0.9609 -4.2938 1.9371 0.0 0.0 0.0
P 0.0083 -0.0951 0.0672 1.6 1.0 0.3
C 4.1923 -0.3233 -1.8456 0.0 0.0 0.0
C 0.2070 -3.6974 2.4319 0.4 -0.2 -0.3
C -1.3759 4.1235 1.2589 0.0 -0.1 0.0
C -4.0492 0.3836 -2.3683 0.0 -0.1 -0.1
H -2.9830 1.7365 5.3694 0.0 0.0 0.0
H 4.8520 1.2479 5.2792 0.0 0.0 0.0
C -0.0175 3.8651 1.1495 0.1 0.1 0.0
C 4.0169 1.5375 1.5799 0.0 0.1 -0.1
N 3.4601 0.5437 2.2867 -0.7 -0.1 0.5
Ru 1.4616 -0.6437 2.0190 -2.0 -0.9 0.5
H 6.2013 4.0218 3.5603 0.0 0.0 -0.1
C -0.9289 -4.2422 2.9497 -0.1 0.1 0.1
H -6.3450 -2.0809 -4.2444 0.0 0.0 0.0
C -3.5813 -0.2605 -3.5123 0.1 -0.1 0.2
C -0.9709 -1.6278 -4.3849 -0.3 0.0 0.1
C -5.3150 0.1039 -1.8756 0.0 0.1 0.0
H 3.7870 1.5633 0.5241 -0.1 0.0 0.0
H -1.9833 -0.6798 -1.2050 0.0 0.0 0.0
H -4.1000 -1.5712 -5.1346 0.0 -0.1 0.0
C -0.9467 -0.4932 -1.4922 -0.4 -0.8 0.6
C -5.6930 -1.4048 -3.7076 -0.1 0.1 0.0
As -1.8128 0.1268 -4.2132 0.2 0.3 -0.4
C 3.8048 0.4740 3.5749 0.0 0.0 0.1
C 0.3461 -1.6256 -4.8391 -0.1 0.1 0.0
H 1.7017 1.9453 -1.4682 0.0 -0.1 -0.1
C 3.4706 0.8569 -1.9958 -0.1 0.0 0.0
C -6.1322 -0.8007 -2.5382 0.0 0.0 0.0
H 1.4918 2.4146 0.7116 0.0 0.0 0.0
C -0.8144 -1.8220 3.3252 -0.3 -0.6 0.1
H -1.3200 -4.9456 -3.8112 0.0 0.0 0.0
H -1.1985 1.5606 -2.1778 0.0 0.0 0.0
C -1.5729 -2.8293 -4.0243 0.1 0.0 0.0
C -0.4903 1.5959 0.4906 -0.1 -0.2 0.1
H 2.0889 -2.8006 -5.2617 0.0 0.0 0.0
H -2.5781 1.0658 0.4380 0.0 0.0 0.0
C -2.2930 3.1082 1.0187 -0.1 0.1 0.0
H 0.7012 4.6515 1.3433 0.0 0.0 0.0
C 1.0685 -2.8075 -4.9008 0.0 0.0 0.0
H 1.0250 -4.9295 -4.5868 0.0 0.0 0.0
H -7.1225 -1.0133 -2.1581 0.0 0.0 0.0
H 2.0012 -2.0785 0.0538 0.0 0.0 0.0
H 5.1461 -0.4384 -2.3429 0.0 0.0 0.0
H 4.2477 -2.2753 -0.9582 0.0 0.0 0.0
C -0.9833 -0.4506 3.7400 -0.3 0.3 0.2
C 4.8493 2.4855 2.1270 0.1 0.0 0.0
H -0.9738 3.1709 4.9609 0.0 0.0 0.0
C 4.6137 1.3618 4.2310 0.1 0.0 0.2
C -1.8564 1.8526 0.6314 0.1 -0.1 0.0
C 0.4276 2.6020 0.7892 0.0 0.0 -0.1
C -2.1040 0.0322 4.4172 0.2 -0.1 -0.1
H 3.8650 1.6582 -2.6074 0.0 0.0 0.0
O 5.8729 3.3227 4.1388 0.1 0.0 0.2
C -2.1220 1.3450 4.8442 0.0 0.0 0.0
H -2.9401 -0.6276 4.6025 0.0 0.0 0.0
H -1.7217 5.1135 1.5246 0.0 0.0 0.0
C 3.6887 -1.3558 -1.0696 0.1 -0.1 0.1
H 5.2801 3.2512 1.4947 0.0 0.0 0.0
C -1.0142 2.1507 4.6085 0.0 0.0 0.0
C 0.2844 -2.3015 2.6476 0.4 2.0 -0.6
N 0.0546 0.3640 3.4655 0.9 -1.1 -1.1
H -5.6718 0.6047 -0.9842 0.0 0.0 0.0
H 0.9369 2.2060 3.7146 0.0 0.0 -0.1
H 0.1950 0.7236 -2.8577 0.0 0.0 -0.1
C 2.4451 -1.2204 -0.4655 -0.2 0.1 0.1
C 0.4691 -4.0030 -4.5256 0.1 0.0 0.0
C -4.4271 -1.1267 -4.2016 0.1 0.1 0.0
C 0.0513 1.6176 3.9135 0.2 0.2 -0.1
Br 3.0515 -1.0121 4.4856 -0.1 0.1 -0.4
C 5.1367 2.4315 3.4959 -0.2 -0.2 -0.3
C 1.7064 -0.0362 -0.6210 -0.2 0.0 0.0
C -0.8366 0.5978 -2.5380 0.0 0.0 0.4
S -1.9337 -3.0831 3.7089 0.4 0.1 -0.2
H 0.7987 -0.6953 -5.1688 0.0 0.0 0.0
C -0.8489 -4.0127 -4.0937 -0.1 0.0 0.0
H -1.2372 -5.2758 2.9311 0.1 0.0 0.0
H -3.4324 1.1302 -1.8785 0.0 0.0 0.1
H -3.3524 3.3007 1.1274 0.0 0.0 0.0
C 2.2420 1.0125 -1.3715 0.1 0.0 0.0
```
Positions in Å, forces in eV/Å.

## Properties
- <S²> = 0.778
- relative energy (zero: lowest compared OMol25 entry of this formula, charge and spin) (kcal per mole) = 0.00
- total charge = +2
- gap between HOMO and LUMO (spin up / spin down) (eV) = 5.169 / 5.308
- E_HOMO (spin up / spin down) (Eh) = -0.4559 / -0.4561
- 2S+1 = 2

Table of Löwdin atomic charges, one value per atom, all in e: atom 1 (H): 0.09, atom 2 (H): 0.08, atom 3 (H): 0.11, atom 4 (P): 1.10, atom 5 (C): -0.04, atom 6 (C): -0.19, atom 7 (C): -0.05, atom 8 (C): -0.14, atom 9 (H): 0.13, atom 10 (H): 0.14, atom 11 (C): -0.06, atom 12 (C): -0.11, atom 13 (N): -0.07, atom 14 (Ru): 0.98, atom 15 (H): 0.14, atom 16 (C): -0.37, atom 17 (H): 0.11, atom 18 (C): -0.43, atom 19 (C): -0.43, atom 20 (C): -0.08, atom 21 (H): 0.09, atom 22 (H): 0.07, atom 23 (H): 0.11, atom 24 (C): -0.34, atom 25 (C): -0.06, atom 26 (As): 1.33, atom 27 (C): -0.72, atom 28 (C): -0.14, atom 29 (H): 0.11, atom 30 (C): -0.05, atom 31 (C): -0.07, atom 32 (H): 0.08, atom 33 (C): -0.54, atom 34 (H): 0.11, atom 35 (H): 0.06, atom 36 (C): -0.11, atom 37 (C): -0.38, atom 38 (H): 0.11, atom 39 (H): 0.11, atom 40 (C): -0.05, atom 41 (H): 0.12, atom 42 (C): -0.08, atom 43 (H): 0.11, atom 44 (H): 0.11, atom 45 (H): 0.10, atom 46 (H): 0.12, atom 47 (H): 0.12, atom 48 (C): -0.30, atom 49 (C): 0.04, atom 50 (H): 0.12, atom 51 (C): -0.01, atom 52 (C): -0.09, atom 53 (C): -0.12, atom 54 (C): 0.00, atom 55 (H): 0.12, atom 56 (O): 0.14, atom 57 (C): -0.01, atom 58 (H): 0.11, atom 59 (H): 0.12, atom 60 (C): -0.04, atom 61 (H): 0.13, atom 62 (C): -0.03, atom 63 (C): -0.29, atom 64 (N): 0.00, atom 65 (H): 0.10, atom 66 (H): 0.12, atom 67 (H): 0.04, atom 68 (C): -0.15, atom 69 (C): -0.08, atom 70 (C): -0.13, atom 71 (C): -0.12, atom 72 (Br): 0.89, atom 73 (C): -0.29, atom 74 (C): -0.41, atom 75 (C): -0.41, atom 76 (S): 1.10, atom 77 (H): 0.10, atom 78 (C): -0.07, atom 79 (H): 0.08, atom 80 (H): 0.08, atom 81 (H): 0.12, atom 82 (C): -0.12